Record 1
Molecular formula: C3H5N3
Method: DFT, ωB97M-V with the def2-TZVPD basis set

```
11
Properties=species:S:1:pos:R:3:forces:R:3:lowdin_charge:R:1
H -0.776 0.353 -2.143 0.18 -0.79 1.09 0.05
N 0.013 -0.225 -1.796 0.67 0.45 1.57 0.12
C 0.261 -0.230 -0.515 -2.69 1.57 -2.50 -0.49
C 1.512 -0.598 -0.028 3.87 -1.05 1.00 -0.12
C 2.647 -0.702 0.398 0.39 -0.24 0.92 0.13
N -0.496 0.313 0.549 -1.01 0.16 -0.68 -0.06
N -1.834 0.698 0.174 0.74 0.42 0.81 0.00
H 3.651 -0.811 0.936 -2.20 0.20 -1.39 0.07
H -0.362 -0.220 1.416 -0.31 0.43 -0.40 0.13
H -2.445 -0.097 0.283 -0.33 0.04 0.09 0.07
H -2.171 1.517 0.727 0.67 -1.19 -0.53 0.09
```
Forces are in eV/Å.

Output
E_tot: -7658.767 eV
HOMO level: -9.20 eV
Frontier orbital gap: 10.022 eV
Energy above the lowest of the compared OMol25 structures with the same formula, charge and spin: 85.1 kcal per mole
LUMO: 0.83 eV
SMILES: [H]/N=C(/C#C)NN

=====

Record 2
Molecular formula: C26H34N2O3
Method: DFT, ωB97M-V with the def2-TZVPD basis set

```
65
Properties=species:S:1:pos:R:3:forces:R:3:lowdin_charge:R:1
C -5.290 -0.824 1.359 0.06 -0.12 0.21 -0.04
N -5.417 0.083 0.243 -0.12 0.05 0.00 -0.05
C -4.370 0.472 -0.529 0.04 -0.03 0.03 -0.42
O -4.521 1.129 -1.545 0.09 0.07 -0.31 0.07
C -3.006 0.074 -0.070 0.27 0.07 -0.14 -0.17
C -2.496 0.490 1.158 0.01 -0.10 -0.18 -0.03
C -1.201 0.188 1.513 0.20 -0.07 -0.01 0.01
C -0.374 -0.542 0.653 -0.27 0.13 0.05 -0.25
O 0.871 -0.797 1.128 -0.09 0.02 0.13 -0.01
C 1.835 -1.447 0.312 0.44 0.03 -0.13 -0.34
C 2.433 -0.495 -0.727 -0.09 -0.25 0.05 -0.11
C 3.580 -1.193 -1.472 -0.13 0.11 -0.05 -0.17
N 4.618 -1.703 -0.600 0.11 -0.09 0.01 -0.18
C 5.521 -0.689 -0.086 0.15 -0.08 -0.33 -0.19
C 6.630 -0.385 -1.107 -0.13 0.04 0.33 -0.14
C 7.615 0.585 -0.524 0.00 0.02 -0.15 -0.25
C 8.718 0.133 0.190 -0.03 0.00 -0.02 -0.05
C 9.604 1.028 0.762 0.08 -0.01 0.08 -0.09
C 9.396 2.391 0.632 0.07 0.07 0.05 -0.10
C 8.298 2.852 -0.073 -0.01 0.11 0.02 -0.09
C 7.414 1.954 -0.645 0.02 -0.02 0.01 -0.05
C 4.055 -2.590 0.395 -0.13 0.02 0.21 -0.18
C 2.946 -1.944 1.236 -0.20 -0.08 -0.29 -0.10
C -0.879 -0.948 -0.579 0.34 -0.13 0.04 -0.01
C -2.178 -0.629 -0.933 -0.27 0.13 0.16 -0.01
C -6.747 0.538 -0.132 -0.21 0.10 -0.09 -0.30
C -7.533 1.106 1.051 -0.14 0.02 -0.36 -0.11
C -8.890 1.598 0.539 0.16 0.10 0.30 -0.21
O -9.620 0.566 -0.079 -0.15 -0.07 0.07 -0.13
C -8.940 0.038 -1.194 0.15 -0.30 -0.15 -0.21
C -7.584 -0.555 -0.806 -0.10 0.36 0.00 -0.10
H -5.302 -0.290 2.313 -0.01 -0.10 0.04 0.09
H -4.358 -1.379 1.282 -0.12 -0.01 0.06 0.09
H -6.117 -1.535 1.349 0.00 -0.02 0.03 0.09
H -3.113 1.069 1.828 -0.08 0.04 0.10 0.12
H -0.794 0.509 2.459 0.05 0.05 0.11 0.12
H 1.380 -2.314 -0.190 0.01 0.07 0.06 0.15
H 2.802 0.391 -0.207 -0.04 0.04 0.04 0.12
H 1.672 -0.170 -1.438 0.00 0.06 -0.01 0.11
H 4.029 -0.502 -2.188 -0.05 -0.06 -0.08 0.12
H 3.177 -2.043 -2.033 0.00 0.07 -0.10 0.13
H 5.012 0.250 0.176 0.04 -0.01 0.09 0.12
H 5.991 -1.073 0.823 -0.04 0.05 0.03 0.13
H 7.122 -1.323 -1.366 -0.04 -0.01 -0.04 0.12
H 6.189 0.031 -2.013 0.01 -0.03 -0.06 0.11
H 8.885 -0.930 0.292 0.02 -0.13 0.00 0.11
H 10.460 0.662 1.311 0.07 -0.03 0.04 0.10
H 10.088 3.091 1.078 0.05 0.05 0.03 0.10
H 8.131 3.914 -0.180 -0.01 0.08 -0.01 0.10
H 6.560 2.320 -1.198 -0.09 0.03 -0.07 0.11
H 4.858 -2.945 1.043 -0.04 -0.06 -0.04 0.12
H 3.642 -3.455 -0.136 0.03 -0.06 0.08 0.12
H 3.342 -1.096 1.797 0.00 0.06 0.06 0.12
H 2.540 -2.663 1.948 -0.02 0.00 0.06 0.12
H -0.274 -1.506 -1.275 0.09 -0.04 -0.03 0.11
H -2.558 -0.931 -1.898 -0.02 0.00 -0.10 0.12
H -6.577 1.337 -0.865 -0.09 -0.15 0.16 0.15
H -6.991 1.933 1.512 0.04 0.03 0.06 0.13
H -7.704 0.331 1.800 0.00 0.00 0.10 0.12
H -9.513 1.949 1.365 0.09 0.06 -0.08 0.13
H -8.736 2.427 -0.170 -0.03 -0.03 0.06 0.13
H -9.598 -0.731 -1.606 0.08 0.09 -0.06 0.13
H -8.792 0.824 -1.950 -0.04 -0.05 0.02 0.13
H -7.073 -0.924 -1.694 0.04 -0.03 -0.04 0.13
H -7.748 -1.388 -0.119 0.00 -0.07 0.00 0.11
```
Forces are in eV/Å.

Output
E_tot: -36636.782 eV
HOMO level: -8.50 eV
Frontier orbital gap: 9.224 eV
Energy above the lowest of the compared OMol25 structures with the same formula, charge and spin: 36.2 kcal per mole
LUMO: 0.73 eV
SMILES: CN(C(=O)c1ccc(OC2CCN(CCc3ccccc3)CC2)cc1)C1CCOCC1

=====

Record 3
Molecular formula: C29H28F10NO22
Method: DFT, ωB97M-V with the def2-TZVPD basis set

```
90
Properties=species:S:1:pos:R:3:forces:R:3:lowdin_charge:R:1
F 1.246 -4.493 0.550 0.02 0.22 0.06 0.11
C 0.886 -3.175 0.492 -1.10 0.49 -0.10 -0.72
F -0.105 -3.001 1.425 0.53 -0.26 0.01 0.10
F 1.953 -2.472 0.922 -0.15 -0.27 -0.08 0.14
O 0.384 -2.798 -0.669 0.59 -0.70 0.91 0.03
C 1.327 -2.907 -1.823 0.45 0.87 -3.18 -0.22
C 1.111 -1.750 -2.804 0.10 -0.01 2.19 -0.16
C 1.346 -0.490 -2.037 -1.22 -0.37 -1.25 -0.28
C 0.348 0.523 -1.947 1.77 0.73 1.05 -0.03
C 0.710 1.639 -1.155 -0.38 -0.94 -0.79 -0.10
C 1.957 1.684 -0.547 0.51 1.38 1.09 -0.23
N 2.958 0.781 -0.625 -2.03 -0.48 -0.97 0.04
C 2.581 -0.258 -1.378 0.92 -0.62 0.09 -0.16
H 2.372 -2.922 -1.489 -0.45 -0.09 0.44 0.09
H 1.121 -3.830 -2.389 -0.16 -0.02 0.77 0.09
H 0.063 -1.783 -3.158 0.39 0.02 0.00 0.03
H -0.629 0.465 -2.425 0.28 -0.22 0.07 0.10
H 0.013 2.464 -1.017 0.24 -0.19 0.08 0.07
H 2.171 2.551 0.083 0.02 -0.27 -0.29 0.06
H 3.338 -1.049 -1.484 -0.23 0.33 -0.05 0.10
C -0.541 7.166 -0.995 -0.11 0.48 0.23 -0.06
C -1.124 6.000 -1.749 0.19 -0.06 -0.44 -0.31
O -0.175 4.977 -1.519 -0.24 0.24 0.45 0.14
C 0.398 5.242 -0.314 0.32 -0.20 0.17 -0.51
O 1.037 4.467 0.315 -0.15 0.42 -0.02 0.16
O 0.133 6.517 0.083 -0.09 -0.20 -0.22 0.07
F -1.189 6.252 -3.079 -0.06 -0.06 0.00 0.08
H 0.181 7.723 -1.594 -0.05 -0.14 -0.15 0.14
H -1.300 7.852 -0.625 0.06 -0.09 0.20 0.14
H -2.103 5.674 -1.392 -0.03 -0.01 -0.15 0.18
C 1.730 3.343 3.191 0.10 -0.51 -0.51 -0.03
C 2.564 3.827 4.342 0.25 0.26 -0.28 -0.30
O 1.704 4.767 4.974 -0.20 -0.48 0.07 0.12
C 0.431 4.351 4.718 -0.34 0.11 -0.14 -0.54
O -0.524 4.744 5.307 0.05 0.11 -0.01 0.16
O 0.396 3.436 3.721 0.45 0.45 0.47 0.06
F 3.675 4.471 3.918 0.02 0.03 0.16 0.09
H 1.814 3.984 2.315 0.09 0.08 0.11 0.12
H 1.966 2.321 2.901 -0.25 -0.03 0.03 0.15
H 2.845 3.053 5.059 0.12 0.10 0.03 0.18
C -2.701 -3.230 -6.243 -0.53 -0.10 -0.04 -0.05
C -1.643 -2.159 -6.279 0.16 0.13 0.65 -0.32
O -0.438 -2.908 -6.241 -0.45 -0.21 -0.61 0.14
C -0.716 -4.104 -6.818 0.33 -0.13 0.14 -0.55
O 0.104 -4.879 -7.191 -0.05 -0.15 0.04 0.16
O -2.056 -4.308 -6.923 0.24 0.13 0.00 0.06
F -1.713 -1.374 -5.185 0.04 0.14 -0.10 0.08
H -2.943 -3.534 -5.223 0.15 0.14 0.06 0.15
H -3.616 -2.937 -6.752 0.08 -0.16 -0.15 0.14
H -1.655 -1.538 -7.178 0.04 0.10 0.09 0.17
C -1.983 -5.507 0.111 0.60 0.07 -0.01 -0.05
C -3.104 -6.325 0.691 -0.18 0.35 0.24 -0.32
O -4.210 -5.949 -0.108 0.31 -0.29 -0.26 0.13
C -3.701 -5.602 -1.330 0.05 0.23 -0.32 -0.55
O -4.351 -5.490 -2.316 -0.06 0.02 0.04 0.16
O -2.364 -5.416 -1.266 -0.40 -0.18 0.20 0.08
F -3.358 -5.985 1.981 -0.07 -0.11 0.01 0.07
H -1.930 -4.506 0.541 -0.12 -0.06 0.08 0.14
H -1.012 -5.986 0.218 0.00 0.04 -0.25 0.14
H -2.958 -7.405 0.625 -0.06 0.00 0.15 0.17
C -2.114 2.140 4.380 0.33 -0.09 0.01 -0.07
C -3.221 1.369 5.046 -0.19 0.31 0.18 -0.31
O -4.349 1.699 4.259 0.33 -0.30 -0.21 0.13
C -3.878 1.962 3.001 -0.04 0.17 -0.41 -0.55
O -4.557 2.018 2.032 -0.05 0.08 0.09 0.18
O -2.535 2.145 3.013 -0.33 -0.14 0.23 0.09
F -3.433 1.796 6.319 -0.06 -0.10 0.03 0.07
H -2.047 3.165 4.742 -0.15 -0.06 0.15 0.12
H -1.145 1.663 4.490 -0.04 -0.06 -0.25 0.14
H -3.081 0.285 5.047 -0.06 0.01 0.16 0.17
C 3.509 7.559 5.875 -0.40 0.05 -0.36 -0.06
C 4.167 8.160 7.088 -0.08 -0.34 0.33 -0.32
O 5.394 7.459 7.155 -0.09 0.33 -0.39 0.13
C 5.708 7.107 5.870 0.27 -0.29 -0.28 -0.54
O 6.780 6.746 5.520 -0.03 -0.02 0.08 0.18
O 4.632 7.236 5.053 0.14 0.15 0.40 0.07
F 3.456 7.912 8.217 0.05 0.09 0.05 0.07
H 2.955 6.650 6.111 0.04 0.05 0.17 0.13
H 2.842 8.255 5.370 0.16 -0.03 -0.17 0.14
H 4.364 9.232 7.012 -0.06 0.01 0.15 0.17
C -0.739 -7.882 -5.600 0.01 0.30 -0.59 -0.05
C 0.064 -7.870 -4.328 -0.31 0.29 0.34 -0.31
O -0.277 -9.114 -3.735 0.26 -0.09 -0.46 0.13
C -0.580 -9.961 -4.760 -0.18 -0.32 -0.05 -0.55
O -0.653 -11.141 -4.656 -0.05 0.04 0.03 0.17
O -0.779 -9.279 -5.915 0.13 -0.01 0.40 0.07
F -0.324 -6.870 -3.503 0.07 -0.06 0.06 0.08
H -1.755 -7.514 -5.449 0.06 0.03 0.21 0.15
H -0.271 -7.310 -6.399 0.00 -0.17 -0.07 0.13
H 1.145 -7.820 -4.475 -0.01 0.09 0.10 0.18
```
Forces are in eV/Å.

Output
E_tot: -104237.972 eV
Net charge: -1
HOMO level: -2.70 eV
Frontier orbital gap: 4.433 eV
LUMO: 1.74 eV

=====

Question: Which of these has the highest HOMO level?
Answer: C29H28F10NO22

=====

Question: Look up the E_tot of the third one.
Answer: -104237.972 eV